{"formula": "C28H60Cl2N5O6PS6", "method": "wB97M-V/def2-TZVPD", "symbols": ["C", "C", "C", "Cl", "C", "C", "Cl", "C", "C", "N", "C", "P", "C", "C", "C", "C", "N", "C", "C", "C", "C", "N", "N", "N", "H", "H", "H", "H", "H", "H", "H", "H", "H", "H", "H", "H", "H", "H", "H", "H", "H", "H", "H", "H", "H", "H", "H", "H", "C", "S", "O", "C", "H", "H", "H", "H", "H", "H", "C", "S", "O", "C", "H", "H", "H", "H", "H", "H", "C", "S", "O", "C", "H", "H", "H", "H", "H", "H", "C", "S", "O", "C", "H", "H", "H", "H", "H", "H", "C", "S", "O", "C", "H", "H", "H", "H", "H", "H", "C", "S", "O", "C", "H", "H", "H", "H", "H", "H"], "positions_angstrom": [[-1.0986, 1.8747, 2.7248], [-2.2061, 1.8772, 3.8735], [-2.7744, 0.4126, 4.1906], [-4.5798, 0.4399, 4.5789], [-2.4013, -0.6526, 3.1117], [-3.1365, -0.8207, 1.7835], [-4.5018, 0.2502, 1.3141], [-2.7801, -1.8630, 0.8085], [-1.6285, -2.8194, 1.0514], [-1.3980, -3.7802, 0.0593], [-0.3383, -4.5568, 0.4634], [0.1704, -5.9948, -0.6622], [1.8849, -5.5573, -1.3691], [-1.0858, -6.2003, -2.0631], [-0.3614, -6.3483, -3.4748], [0.4789, -4.4018, 1.7128], [0.2104, -3.4430, 2.6383], [-0.8863, -2.6413, 2.3152], [-1.2692, -1.5814, 3.3316], [-0.3848, -1.4898, 4.6425], [-0.6846, -2.6979, 5.6431], [0.5311, -3.5135, 5.9056], [-1.7739, -3.5599, 5.1471], [-1.1554, -2.1262, 6.9513], [-0.3344, 1.0540, 2.8686], [-1.6025, 1.8112, 1.7267], [-0.5109, 2.8437, 2.7824], [-1.6603, 2.2395, 4.8029], [-3.0212, 2.6332, 3.6943], [-2.2931, 0.1206, 5.1705], [-3.3937, -1.9351, -0.1331], [1.9414, -4.5130, -1.7801], [2.1982, -6.2995, -2.1653], [2.6444, -5.6865, -0.5378], [-1.7945, -5.3280, -2.0919], [-1.6762, -7.1293, -1.7943], [0.3790, -7.1888, -3.4022], [-1.1681, -6.5398, -4.2425], [0.1503, -5.3702, -3.7132], [1.3271, -5.1047, 1.9273], [-0.4209, -0.4793, 5.1236], [0.6794, -1.6154, 4.2660], [0.2925, -4.4926, 6.0774], [1.1670, -3.4859, 5.1019], [-1.7522, -4.4936, 5.5566], [-2.6912, -3.1230, 5.2394], [-1.0248, -2.8867, 7.6225], [-0.6119, -1.2982, 7.2045], [-4.3670, 3.1750, -0.5710], [-2.6983, 3.6928, -1.0189], [-1.7536, 3.0209, -0.0762], [-2.8822, 5.3991, -0.4754], [-4.4693, 2.1132, -0.7911], [-4.5385, 3.3420, 0.4941], [-5.0912, 3.7384, -1.1613], [-3.1452, 5.4264, 0.5843], [-3.6551, 5.8890, -1.0664], [-1.9332, 5.9130, -0.6270], [-0.0464, 1.4726, -3.4581], [0.6643, 3.1292, -3.4342], [-0.4649, 4.0974, -3.3320], [1.2139, 3.1209, -5.1500], [-0.4908, 1.2757, -2.4818], [-0.8176, 1.4099, -4.2278], [0.7405, 0.7420, -3.6529], [0.3615, 2.9543, -5.8115], [1.9591, 2.3375, -5.2888], [1.6626, 4.0886, -5.3720], [4.7280, 1.0258, -2.1319], [4.4319, 2.5660, -3.0214], [4.1937, 2.2166, -4.4545], [6.1195, 3.1822, -2.8898], [3.8027, 0.4498, -2.1235], [5.5089, 0.4514, -2.6332], [5.0245, 1.2492, -1.1063], [6.8112, 2.4738, -3.3411], [6.3702, 3.3345, -1.8391], [6.1806, 4.1341, -3.4170], [-5.5647, -7.5712, 0.6014], [-3.8864, -7.0642, 0.1780], [-2.9614, -7.7415, 1.1302], [-4.0636, -5.3560, 0.7208], [-5.6700, -8.6328, 0.3786], [-5.7462, -7.4037, 1.6642], [-6.2785, -7.0031, 0.0033], [-4.3405, -5.3273, 1.7763], [-4.8266, -4.8599, 0.1181], [-3.1064, -4.8480, 0.5825], [-2.2728, 8.8764, 1.0493], [-3.9626, 9.0381, 0.4412], [-4.0761, 8.2078, -0.7918], [-3.8095, 10.7577, -0.0791], [-2.1278, 7.8527, 1.3940], [-1.5664, 9.0924, 0.2463], [-2.1182, 9.5641, 1.8819], [-3.0062, 10.8546, -0.8110], [-3.6045, 11.3840, 0.7904], [-4.7519, 11.0652, -0.5316], [9.3437, -0.2903, -3.3389], [10.0554, 1.3661, -3.3139], [8.9260, 2.3357, -3.2121], [10.6056, 1.3587, -5.0306], [8.8993, -0.4882, -2.3636], [8.5725, -0.3522, -4.1086], [10.1295, -1.0213, -3.5336], [9.7548, 1.1928, -5.6932], [11.3507, 0.5741, -5.1703], [11.0546, 2.3266, -5.2519]], "forces_ev_per_angstrom": [[-0.308, 0.456, 0.449], [1.027, 0.027, 0.261], [0.929, 0.227, 0.102], [1.058, -0.078, -0.168], [0.934, -2.373, -1.446], [1.713, -2.097, -0.439], [1.302, -0.914, 0.514], [0.444, 1.144, 2.299], [-2.057, 2.275, 0.608], [3.060, 0.045, 3.722], [0.262, 0.248, -1.252], [0.303, -0.825, 0.703], [0.225, 0.379, -0.068], [0.079, 0.532, -0.408], [-0.748, 0.347, 0.855], [-1.563, 1.361, 0.141], [-0.854, -1.078, -2.713], [-0.456, 0.711, 0.135], [-1.624, 1.115, -0.808], [0.468, -0.860, -1.430], [-0.559, 0.090, 1.026], [-0.105, 0.477, -0.816], [0.573, 0.093, -0.329], [0.131, -0.027, -1.026], [-1.008, 0.740, -0.154], [0.796, -0.017, 0.837], [-0.863, -1.014, -0.208], [-0.887, -0.510, -0.838], [0.745, -0.991, -0.122], [-0.839, 0.013, -1.283], [0.898, 0.011, 1.159], [0.104, -0.979, 0.311], [-0.638, 0.838, 0.885], [-1.003, 0.290, -0.837], [0.629, -0.780, 0.057], [0.745, 1.093, -0.361], [-0.707, 0.797, -0.459], [1.131, 0.025, 0.678], [-0.422, -1.196, 0.119], [-1.000, 0.753, -0.374], [-0.212, -1.063, -0.377], [-1.190, 0.194, 0.564], [0.040, 0.408, -0.123], [-0.506, -0.187, 0.295], [-0.130, 0.513, -0.041], [0.424, -0.204, 0.213], [0.029, 0.682, 0.089], [0.079, -0.634, 0.184], [-0.083, 0.037, 0.171], [-0.060, 0.110, -0.244], [-0.148, 0.035, -0.035], [0.016, -0.089, 0.033], [0.112, 0.071, -0.036], [0.046, -0.006, -0.013], [0.085, 0.033, -0.025], [-0.026, -0.111, -0.014], [0.079, -0.007, 0.017], [-0.021, -0.127, -0.116], [-0.135, -0.114, 0.019], [0.027, 0.020, -0.059], [0.092, -0.098, -0.089], [-0.124, -0.108, -0.191], [0.053, 0.137, 0.006], [0.036, 0.083, -0.004], [0.036, 0.072, -0.008], [-0.084, 0.061, 0.126], [0.060, 0.110, 0.112], [-0.004, -0.046, 0.120], [0.041, -0.149, -0.034], [0.064, 0.191, 0.139], [0.132, -0.132, 0.147], [-0.148, -0.071, -0.118], [-0.002, 0.106, -0.027], [-0.007, 0.084, -0.047], [-0.033, 0.053, -0.037], [-0.079, 0.048, 0.033], [-0.046, -0.024, -0.024], [-0.116, -0.052, 0.016], [-0.099, -0.063, 0.074], [-0.036, 0.061, 0.138], [-0.170, 0.132, -0.108], [0.001, 0.067, 0.116], [0.094, 0.056, -0.023], [0.091, 0.021, -0.023], [0.060, 0.002, -0.018], [-0.002, -0.105, -0.019], [0.023, -0.046, -0.028], [-0.354, -0.315, -0.056], [0.130, 0.000, -0.044], [-0.028, -0.028, -0.062], [0.070, 0.286, 0.190], [0.059, 0.091, -0.076], [-0.099, 0.037, -0.033], [-0.081, -0.011, -0.031], [-0.065, -0.018, -0.012], [-0.020, -0.090, 0.018], [-0.026, -0.061, 0.009], [0.014, -0.114, 0.048], [-0.124, -0.061, -0.050], [0.065, 0.015, -0.012], [0.291, -0.279, -0.102], [-0.043, 0.002, -0.122], [0.071, 0.096, -0.014], [0.034, 0.079, 0.001], [0.015, 0.058, 0.025], [-0.026, 0.015, 0.086], [-0.013, 0.024, 0.066], [-0.041, -0.028, 0.115]], "e_tot_ev": -149082.3846, "spin_multiplicity": 1, "homo_ev": -7.8, "lumo_ev": -0.6, "homo_lumo_gap_ev": 7.19}

=====

{"formula": "C28H60FNO14S7", "method": "wB97M-V/def2-TZVPD", "symbols": ["N", "H", "H", "H", "H", "F", "C", "C", "C", "S", "O", "O", "C", "H", "H", "H", "H", "H", "H", "H", "H", "C", "C", "C", "S", "O", "O", "C", "H", "H", "H", "H", "H", "H", "H", "H", "C", "C", "C", "S", "O", "O", "C", "H", "H", "H", "H", "H", "H", "H", "H", "C", "C", "C", "S", "O", "O", "C", "H", "H", "H", "H", "H", "H", "H", "H", "C", "C", "C", "S", "O", "O", "C", "H", "H", "H", "H", "H", "H", "H", "H", "C", "C", "C", "S", "O", "O", "C", "H", "H", "H", "H", "H", "H", "H", "H", "C", "C", "C", "S", "O", "O", "C", "H", "H", "H", "H", "H", "H", "H", "H"], "positions_angstrom": [[-0.0158, -0.2843, -0.2023], [0.6837, -0.1771, -0.9752], [-0.0056, 0.5153, 0.2408], [0.3955, -0.8373, 0.4285], [-0.9116, -0.5393, -0.3295], [-0.1224, -2.0885, -2.1843], [0.4703, -0.8955, 4.9143], [1.6390, -1.5811, 5.6799], [2.6960, -1.7620, 4.6630], [2.6719, -0.1993, 3.6918], [2.7211, -0.5208, 2.2529], [3.4384, 0.8027, 4.2346], [1.0221, 0.2206, 4.0838], [-0.3355, -0.5720, 5.6633], [-0.1856, -1.6910, 4.3407], [1.3245, -2.5624, 6.0915], [1.9267, -0.9382, 6.3982], [2.4844, -2.5729, 3.8730], [3.6557, -1.7648, 4.9466], [0.2900, 0.0992, 3.2320], [1.0365, 1.2467, 4.3234], [-0.8174, -6.5554, 0.5927], [-1.0082, -6.2655, -0.8846], [-0.8553, -4.7392, -1.0168], [-1.6140, -3.9959, 0.4150], [-2.9185, -3.4081, 0.3618], [-0.6456, -3.1628, 1.0338], [-1.7339, -5.5785, 1.3039], [0.3107, -6.3930, 0.6470], [-1.2096, -7.5954, 0.9130], [-2.0598, -6.4231, -1.1940], [-0.3802, -6.9272, -1.6602], [-1.6065, -4.1711, -1.6574], [-0.0133, -4.4308, -1.0853], [-2.8007, -5.8080, 1.2523], [-1.2169, -5.3547, 2.2705], [3.2456, 4.5442, 0.3490], [2.2731, 5.6439, 0.7846], [1.0070, 5.0035, 1.3841], [1.6668, 3.5878, 2.1395], [0.9094, 2.3760, 1.8848], [1.7304, 3.9998, 3.5947], [3.2563, 3.5757, 1.5528], [4.1561, 5.0437, 0.2893], [2.9131, 4.0554, -0.4584], [2.0380, 6.3080, -0.0427], [2.7331, 6.2875, 1.4750], [0.4210, 4.4576, 0.5254], [0.2676, 5.4183, 2.2386], [3.3493, 2.4281, 1.3573], [3.9953, 3.5316, 2.4409], [3.5736, -2.0157, -0.9272], [3.3844, -1.1343, -2.1119], [4.3472, -1.7212, -3.2696], [5.0271, -3.2743, -2.6970], [6.3331, -2.9109, -2.3136], [4.7943, -4.2302, -3.6530], [3.9652, -3.4216, -1.2268], [2.8466, -1.8330, -0.1771], [4.3934, -1.8563, -0.1282], [3.5817, -0.0964, -1.9755], [2.4629, -1.0244, -2.3477], [5.2802, -1.2264, -3.8640], [3.7478, -2.0555, -4.1471], [4.4010, -3.9612, -0.4837], [3.1344, -3.8732, -1.7524], [-4.2752, 0.1315, -4.1214], [-4.3300, -1.2878, -3.6803], [-3.7400, -1.3790, -2.3065], [-3.9508, 0.1757, -1.4993], [-2.5902, 0.7254, -1.2834], [-4.7975, 0.0352, -0.3336], [-4.6820, 0.9274, -2.9157], [-4.8684, 0.4846, -4.8776], [-3.3200, 0.3575, -4.4843], [-3.6617, -1.9642, -4.4741], [-5.3383, -1.5675, -3.6870], [-2.6727, -1.4964, -2.3234], [-4.1125, -2.0607, -1.5362], [-4.4707, 2.0457, -3.0202], [-5.7446, 0.8840, -2.7986], [-3.3624, 2.2885, 4.4557], [-4.6356, 2.7441, 3.6269], [-4.3174, 2.3405, 2.1779], [-2.6052, 2.5494, 1.8878], [-2.3155, 3.8026, 1.2913], [-2.0389, 1.3237, 1.5212], [-2.2228, 2.6888, 3.5775], [-3.2142, 1.2187, 4.5762], [-3.3140, 2.6962, 5.3422], [-4.6504, 3.8823, 3.6598], [-5.5309, 2.4201, 4.0501], [-4.7740, 2.9737, 1.4080], [-4.4667, 1.4825, 2.0123], [-1.9389, 3.8793, 3.7097], [-1.4172, 2.0955, 3.7358], [1.0073, 0.9377, -4.7345], [2.0699, 1.9188, -4.2046], [1.4442, 3.2199, -3.8071], [-0.0554, 2.7396, -2.9902], [-1.0604, 3.7071, -3.0517], [0.3065, 2.2886, -1.6473], [-0.4260, 1.2717, -4.0047], [1.3008, -0.1711, -4.7972], [0.6049, 1.2431, -5.7650], [2.9028, 2.1453, -4.7708], [2.2868, 1.4849, -3.2339], [1.3705, 3.9809, -4.6535], [1.9607, 4.0120, -3.1175], [-1.1246, 1.7248, -4.6537], [-0.7741, 0.3842, -3.3580]], "forces_ev_per_angstrom": [[3.983, -0.357, -3.871], [-1.876, -0.726, -0.047], [-0.423, 6.245, 2.842], [1.883, -3.728, 2.955], [-3.904, -1.404, -1.871], [-0.073, 0.417, 0.166], [-2.758, -1.784, 2.515], [-2.406, -2.451, -2.257], [-2.212, -0.115, -3.711], [-4.233, -4.252, -4.211], [0.705, 0.230, 1.338], [3.849, 3.407, 2.020], [-2.734, -1.554, -2.421], [1.289, -0.004, -0.804], [1.798, 1.508, 0.456], [0.198, 0.686, 0.002], [1.181, 1.985, 2.795], [0.288, 1.148, 1.351], [3.619, -0.653, 1.516], [1.538, 0.846, 0.002], [-0.249, 1.056, 1.147], [-0.003, -1.581, -0.696], [-0.957, -0.666, -2.615], [-12.073, -2.638, -0.291], [0.693, -1.769, 1.651], [-0.942, -0.253, -1.239], [1.827, 1.221, 0.997], [1.638, 1.297, 0.878], [-1.468, -0.339, 1.276], [1.352, 1.361, -0.674], [0.327, -0.483, 0.244], [-1.039, 1.756, 1.894], [1.620, -1.198, -0.826], [10.371, 4.255, -1.100], [0.306, -0.426, 0.603], [-1.460, -0.151, -0.216], [-0.123, 1.164, 4.730], [-1.516, 0.485, -0.683], [-2.277, -1.225, -1.411], [-2.158, 0.515, 6.601], [0.459, 0.248, -0.580], [0.095, -1.140, -2.374], [2.550, -3.900, -0.034], [1.841, 0.315, -0.829], [-0.886, -1.687, -3.276], [-0.248, -0.112, -0.275], [0.759, 0.662, 1.281], [0.459, 1.591, 1.323], [1.965, -0.423, -2.410], [0.016, 1.820, -0.708], [-1.157, 1.385, -1.405], [2.793, 0.485, 3.809], [7.715, -0.337, -0.388], [-0.548, 0.285, -2.226], [-0.859, 5.037, 3.131], [2.734, -0.273, 1.064], [-0.791, -4.304, -3.242], [-2.287, 0.829, -4.435], [-1.771, -0.700, 0.234], [-0.165, 1.446, -1.781], [1.156, 0.892, 0.801], [-6.450, -0.746, -2.308], [-2.173, -0.393, 2.254], [-0.068, 0.360, 0.645], [1.073, -1.582, 2.017], [-0.523, -1.010, 0.456], [0.924, 0.346, 1.854], [2.288, -2.401, -2.654], [0.274, -0.371, 1.211], [2.723, 0.333, 0.852], [-1.821, -0.305, -0.454], [-0.264, 0.530, -0.587], [0.002, 3.218, -0.069], [-2.008, -0.020, -2.149], [1.838, 0.567, 0.004], [-2.040, 1.455, 2.156], [-1.486, -1.006, -0.090], [0.795, -0.227, -0.150], [-0.261, -0.451, -0.686], [0.127, -1.499, 0.488], [-0.819, -0.306, 0.239], [-1.118, -1.818, -5.282], [2.925, 1.803, -0.206], [0.588, 11.859, 1.474], [-0.680, 1.229, 3.056], [0.241, 1.013, -1.516], [1.276, -2.724, -1.928], [-0.071, 5.582, 1.082], [-0.873, -0.399, 0.013], [0.165, 2.278, 4.644], [0.012, -1.281, 0.117], [-1.576, -0.855, 0.247], [-0.372, -0.227, 0.294], [-2.510, -12.200, -2.377], [-0.528, -3.047, -0.085], [2.845, -1.380, 0.504], [-2.728, 0.525, -2.258], [-1.662, -0.804, 2.341], [0.307, 3.762, -0.401], [1.341, -2.866, 1.705], [-2.173, 2.226, -0.705], [0.563, 0.085, -0.716], [2.602, -1.352, 2.045], [-0.512, 1.815, 0.570], [1.567, -0.594, 0.806], [1.829, -0.351, -1.335], [1.095, -0.278, 0.085], [-0.980, -1.430, 0.427], [-0.381, -2.253, -0.425], [-0.967, -0.320, -1.045], [0.231, 1.568, -0.873]], "e_tot_ev": -138713.7591, "spin_multiplicity": 1, "homo_ev": -8.5, "lumo_ev": 0.3, "relative_energy_kcal_mol": 35.0, "homo_lumo_gap_ev": 8.88}